# C5H11N2O

An isolated ion of composition C5H11N2O and charge +1 in a non-equilibrium geometry (wB97M-V/def2-TZVPD, the Open Molecules 2025 dataset).

Each line ends with the natural charge from an NBO analysis.
Atoms and positions in Å:
C1 -2.91040 -1.25942 -0.14502  -0.328
C2 -1.63328 -1.56637 -0.29153  -0.261
C3 -0.61740 -0.60487 -0.82917  -0.465
C4 0.45699 -0.27113 0.20146  -0.116
N1 -0.17860 0.05615 1.53676  -0.668
C5 1.32940 0.92881 -0.16678  0.641
N2 2.50794 0.67375 -0.75215  -0.784
O1 0.89930 2.01699 0.15690  -0.599
H1 -3.36593 -0.29441 -0.30315  0.209
H2 -3.62027 -2.04935 0.05044  0.222
H3 -1.32112 -2.59280 -0.17123  0.222
H4 -0.11423 -1.08174 -1.66548  0.255
H5 -1.00336 0.31999 -1.25981  0.247
H6 1.05930 -1.15634 0.42696  0.216
H7 -0.87087 0.80300 1.48140  0.464
H8 0.59345 0.31491 2.15350  0.448
H9 -0.57654 -0.82342 1.87131  0.450
H10 2.85511 -0.26739 -0.77701  0.412
H11 3.06915 1.47946 -0.98192  0.435

- HOMO energy: -14.14 eV
- Energy relative to the best compared isomer or geometry (same formula, charge and spin): 1.086 eV
- SMILES: C=CC[C@H]([NH3+])C(N)=O
- Net charge: +1
- Multiplicity: 1



# C54H50BrInN4O7S

C54H50BrInN4O7S as an isolated structure in a non-equilibrium geometry (wB97M-V/def2-TZVPD, the Open Molecules 2025 dataset).

Each line ends with the Mulliken charge.
Atoms and positions in Å:
In1 -0.50434 -0.02555 -0.41289  2.733
C1 9.09207 -0.23310 2.68597  -0.841
O1 8.08148 -1.26771 2.86792  -0.459
C2 6.87773 -1.02265 2.31202  1.088
C3 5.90991 -2.02473 2.52557  -0.885
C4 4.66510 -1.87778 1.97152  0.293
C5 4.29685 -0.72987 1.27312  -0.928
C6 5.26362 0.25487 1.08767  -0.197
C7 6.55996 0.11855 1.57443  -0.619
C8 2.91116 -0.51084 0.76799  1.370
C9 2.00419 0.16528 1.65421  -0.013
C10 2.33938 0.56867 3.00392  -0.950
C11 1.24738 1.24397 3.50380  -1.497
C12 0.18863 1.13067 2.55629  0.003
N1 0.72058 0.61402 1.34955  -0.022
C13 -1.22106 1.50773 2.71767  0.744
C14 -1.89379 2.10252 1.58026  -0.049
C15 -2.93784 3.09424 1.60450  -1.376
C16 -3.14854 3.53995 0.31695  -1.029
C17 -2.26514 2.76773 -0.54220  0.135
C18 -2.00698 3.04113 -1.93442  1.218
C19 -2.48157 4.34135 -2.45831  -0.499
C20 -3.85841 4.63256 -2.58732  -0.217
C21 -4.28893 5.79981 -3.17078  -0.796
C22 -3.35891 6.78373 -3.56032  0.904
O2 -3.88885 7.92475 -4.06626  -0.457
C23 -2.97148 8.98362 -4.42213  -0.850
C24 -1.99310 6.53579 -3.40254  -0.594
C25 -1.58875 5.31749 -2.90516  -0.376
C26 -1.25819 2.19976 -2.82051  -0.025
N2 -0.48761 1.10834 -2.44477  -0.173
C27 -0.01667 0.53275 -3.62511  0.042
C28 0.87024 -0.58115 -3.71811  1.317
C29 0.94976 -1.28625 -4.99546  -0.615
C30 2.15243 -1.36045 -5.68962  -0.582
C31 2.27933 -2.05198 -6.89276  -0.687
C32 1.17855 -2.75373 -7.37581  0.967
O3 1.22165 -3.55736 -8.46489  -0.456
C33 2.48377 -3.71318 -9.15447  -0.845
C34 -0.07016 -2.65164 -6.74738  -0.958
C35 -0.16706 -1.89760 -5.59703  0.171
C36 1.73272 -0.95218 -2.62035  -0.051
C37 2.91396 -1.76850 -2.67253  -0.947
C38 3.49834 -1.71654 -1.44245  -1.492
C39 2.63802 -0.91711 -0.58324  -0.029
N3 1.55648 -0.46907 -1.31176  -0.061
C40 -0.49291 1.29361 -4.75158  -1.429
C41 -1.20749 2.34970 -4.25717  -1.230
N4 -1.51470 1.88722 0.23990  -0.319
C42 -2.02538 1.19287 3.90659  0.765
C43 -3.42967 1.01684 3.84576  -0.828
C44 -4.13762 0.38389 4.86781  -0.690
C45 -3.49491 -0.01240 6.03116  1.053
O4 -4.06508 -0.66447 7.06878  -0.473
C46 -5.44198 -1.08397 6.93230  -0.777
C47 -2.12984 0.29372 6.18027  -0.996
C48 -1.45534 0.90069 5.16336  -0.089
H1 9.99663 -0.69601 3.11118  0.249
H2 9.23438 -0.02259 1.62086  0.326
H3 8.83878 0.68829 3.23659  0.327
H4 6.19720 -2.89008 3.13658  0.419
H5 3.91167 -2.66632 2.10909  0.375
H6 5.00849 1.17499 0.53327  0.442
H7 7.32030 0.89478 1.34768  0.302
H8 3.28099 0.38894 3.52876  0.497
H9 1.19628 1.80787 4.43667  0.776
H10 -3.34563 3.50649 2.52845  0.652
H11 -3.84352 4.32468 -0.00152  0.510
H12 -4.60578 3.87775 -2.29596  0.488
H13 -5.35276 6.01425 -3.31263  0.387
H14 -3.64645 9.76128 -4.80599  0.248
H15 -2.43501 9.37133 -3.55026  0.342
H16 -2.30092 8.67903 -5.23490  0.336
H17 -1.25898 7.30149 -3.70046  0.358
H18 -0.50680 5.09304 -2.86842  0.383
H19 3.02740 -0.82710 -5.29140  0.592
H20 3.21469 -2.02785 -7.45279  0.365
H21 2.23102 -4.41382 -9.95792  0.251
H22 2.81411 -2.76061 -9.58004  0.325
H23 3.23212 -4.18965 -8.50698  0.344
H24 -0.93337 -3.16015 -7.19268  0.402
H25 -1.15807 -1.75151 -5.12421  0.362
H26 3.28349 -2.27359 -3.56601  0.667
H27 4.45237 -2.13903 -1.13250  0.527
H28 -0.29050 1.06105 -5.78418  0.540
H29 -1.60030 3.19456 -4.80777  0.531
H30 -3.98486 1.30584 2.94070  0.364
H31 -5.21771 0.23803 4.71454  0.305
H32 -5.66518 -1.53307 7.90509  0.241
H33 -6.09983 -0.22887 6.76056  0.322
H34 -5.54335 -1.84389 6.15527  0.280
H35 -1.64651 0.01256 7.13152  0.415
H36 -0.40268 1.16578 5.33870  0.018
Br1 -1.86261 -1.98343 -1.60045  -0.146
O5 -1.95531 -1.39326 0.18919  -0.680
O6 -1.67622 -1.30605 3.03035  -0.434
C49 -4.56156 -3.26008 1.77154  -0.983
C50 -3.38651 -3.94213 2.49537  -0.457
C51 -2.04742 -3.77727 1.78555  -0.745
S1 -1.05299 -2.30082 2.13814  1.586
O7 0.10132 -2.28367 1.22299  -0.781
C52 -0.07877 -2.98370 3.84186  -1.379
C53 1.41742 -3.28757 3.84604  0.981
C54 1.53573 -4.78391 3.56139  -1.363
H37 -5.34178 -3.02443 2.49624  0.320
H38 -4.98445 -3.90120 0.97898  0.335
H39 -4.27054 -2.30847 1.27786  0.108
H40 -3.55407 -5.01936 2.57139  0.492
H41 -3.32729 -3.57533 3.52092  0.210
H42 -2.15879 -3.80984 0.69312  0.364
H43 -1.40880 -4.61439 2.07468  0.440
H44 -0.64542 -3.90927 4.04314  0.594
H45 -0.40480 -2.21739 4.54846  0.230
H46 1.81145 -2.97969 4.80928  0.436
H47 1.93365 -2.74383 3.04655  -0.787
H48 1.03036 -5.40530 4.30281  0.396
H49 2.58103 -5.12409 3.43451  0.385
H50 1.07369 -5.00146 2.58925  0.214

- HOMO energy (spin up / spin down): -6.28 / -6.28 eV
- Energy relative to the best compared isomer or geometry (same formula, charge and spin): 0.087 eV
- Net charge: 0
- Multiplicity: 1



# C40H49F3N4O13S2

A 5-piece molecular cluster, C40H49F3N4O13S2 overall in a non-equilibrium geometry (wB97M-V/def2-TZVPD, the Open Molecules 2025 dataset).

Each line ends with the Mulliken charge.
Atoms and positions in Å:
C1 -5.72688 1.67879 1.71845  -0.602
O1 -5.47441 1.59144 0.26695  -0.280
C2 -4.11519 1.09979 -0.01728  -0.456
C3 -3.86168 0.62102 -1.56609  0.035
C4 -4.59797 1.54229 -2.70492  -0.443
C5 -5.23086 0.51827 -3.82600  -0.505
C6 -5.37556 1.31000 -5.25542  -0.722
C7 -4.20308 0.88365 -6.32957  -0.444
C8 -3.24409 2.19594 -6.54348  -0.695
C9 -1.63354 1.89535 -6.48169  -0.814
C10 -1.17751 0.99443 -5.14860  0.447
C11 0.11256 1.77373 -4.50588  -0.918
C12 0.95850 0.85530 -3.39260  -0.106
C13 0.26273 -0.59840 -3.11545  -0.851
C14 0.96163 -1.49577 -1.92515  0.428
S1 -0.03928 -3.12759 -1.90736  -0.196
O2 0.80445 -0.94904 -0.56893  -0.191
C15 1.84595 0.02343 -0.21958  0.057
O3 1.43483 1.26740 0.15239  -0.484
S2 2.73193 -2.04785 -2.33138  1.052
O4 2.61748 -3.01150 -3.54851  -0.634
O5 3.68585 -0.88796 -2.69555  -0.554
C16 3.51713 -3.03425 -0.92990  0.589
F1 4.24870 -4.22396 -1.50187  -0.199
F2 4.56551 -2.19012 -0.28900  -0.170
F3 2.54389 -3.42283 0.11745  -0.206
H1 -5.60067 2.78056 2.13729  0.231
H2 -5.07083 0.94805 2.36833  0.318
H3 -6.87364 1.40768 1.89586  0.175
H4 -3.94911 0.13404 0.65957  0.271
H5 -3.29934 1.88619 0.30233  0.229
H6 -2.69079 0.64031 -1.75425  -0.266
H7 -4.19626 -0.49395 -1.73811  0.241
H8 -3.87348 2.30141 -3.24560  0.189
H9 -5.50102 2.19956 -2.28480  0.375
H10 -4.57415 -0.44870 -3.90559  0.266
H11 -6.32639 0.23343 -3.45336  0.261
H12 -6.40512 1.03863 -5.75334  0.334
H13 -5.39192 2.46901 -5.00297  0.351
H14 -4.68820 0.61940 -7.38456  0.381
H15 -3.60799 -0.07565 -6.00431  0.260
H16 -3.46072 3.08659 -5.80388  0.300
H17 -3.47672 2.61488 -7.63266  0.308
H18 -1.20052 1.32595 -7.41708  0.264
H19 -1.08208 2.92955 -6.43021  0.324
H20 -0.95352 -0.07870 -5.56912  0.225
H21 -2.05661 1.02991 -4.36321  -0.288
H22 0.84331 2.01765 -5.41139  0.317
H23 -0.16412 2.82260 -4.02489  0.249
H24 2.05830 0.80232 -3.83078  0.178
H25 0.92814 1.50923 -2.39499  0.082
H26 -0.87503 -0.45490 -2.78453  0.175
H27 0.28537 -1.22758 -4.11011  0.430
H28 -0.73333 -3.16815 -3.14617  0.232
H29 2.99928 -0.16362 -0.16139  0.440
O6 7.82979 -1.66307 6.14172  -0.578
N1 8.23645 -0.89353 5.25847  0.947
O7 9.21113 -0.13783 5.38080  -0.593
C17 7.51078 -0.87270 3.98276  -0.107
C18 6.37998 -1.68363 3.81411  -0.423
C19 5.67959 -1.64153 2.60702  -0.341
C20 6.10821 -0.80105 1.57842  -0.165
C21 7.24080 -0.00232 1.74532  -0.809
C22 7.94777 -0.03372 2.94902  -0.022
H30 6.03309 -2.34388 4.60600  0.427
H31 4.79682 -2.26216 2.46883  0.366
H32 5.55555 -0.76748 0.64106  0.525
H33 7.57028 0.64790 0.93792  0.388
H34 8.82659 0.59720 3.06460  0.415
O8 8.92390 7.28949 2.36620  -0.581
N2 9.69942 6.37139 2.06067  0.955
O9 10.38143 6.34428 1.02618  -0.581
C23 9.81366 5.23696 2.98506  0.027
C24 9.03269 5.20838 4.14869  -0.309
C25 9.12784 4.11515 5.01194  -0.460
C26 9.99785 3.06437 4.71686  -0.367
C27 10.78215 3.10038 3.56266  -0.484
C28 10.69357 4.18703 2.69030  -0.290
H35 8.34988 6.01926 4.39279  0.427
H36 8.52094 4.08054 5.91418  0.384
H37 10.06443 2.21144 5.39013  0.429
H38 11.45999 2.27898 3.34112  0.423
H39 11.30914 4.19862 1.79326  0.422
O10 -5.31192 -5.79917 -3.97444  -0.580
N3 -4.65012 -5.59559 -2.94571  0.968
O11 -4.56901 -4.50169 -2.36879  -0.574
C29 -3.90819 -6.72632 -2.37522  0.027
C30 -3.94139 -7.97250 -3.01610  -0.360
C31 -3.21412 -9.03801 -2.48210  -0.414
C32 -2.46566 -8.86021 -1.31748  -0.383
C33 -2.44282 -7.62088 -0.67551  -0.492
C34 -3.16382 -6.54710 -1.20166  -0.213
H40 -4.51966 -8.12723 -3.92440  0.423
H41 -3.22813 -10.00732 -2.97586  0.365
H42 -1.89569 -9.69248 -0.90801  0.364
H43 -1.85948 -7.49101 0.23338  0.371
H44 -3.13317 -5.58672 -0.69130  0.499
O12 -5.75223 0.29017 4.34293  -0.585
N4 -6.83813 0.73440 4.74441  0.955
O13 -7.93166 0.50358 4.20873  -0.562
C35 -6.82689 1.59652 5.93230  0.100
C36 -5.60833 1.91429 6.54785  -0.296
C37 -5.60171 2.75444 7.66297  -0.451
C38 -6.80105 3.26733 8.15962  -0.375
C39 -8.01411 2.94077 7.55096  -0.426
C40 -8.03311 2.10382 6.43346  -0.293
H45 -4.66517 1.52283 6.17293  0.415
H46 -4.66046 3.01233 8.14369  0.362
H47 -6.79033 3.92656 9.02593  0.362
H48 -8.94489 3.34211 7.94572  0.363
H49 -8.98641 1.86136 5.96852  0.420

- HOMO energy: -9.43 eV
- SMILES: COCCCCCCCCCCCC[C@](S)(OC=O)S(=O)(=O)C(F)(F)F.O=[N+]([O-])c1ccccc1.O=[N+]([O-])c1ccccc1.O=[N+]([O-])c1ccccc1.O=[N+]([O-])c1ccccc1
- Net charge: 0
- Multiplicity: 1



# C3H7NO

The molecule C3H7NO in a non-equilibrium geometry (wB97M-V/def2-TZVPD, the Open Molecules 2025 dataset).

Each line ends with the natural charge from an NBO analysis.
Atoms and positions in Å:
C1 -0.75770 -0.98793 0.02694  -0.644
C2 0.52042 -0.10832 0.00489  0.249
C3 0.37208 1.35268 -0.00468  -0.671
N1 1.67576 -0.65019 0.01384  -0.087
O1 2.86949 -0.03489 -0.07744  -0.601
H1 -0.65947 -1.74575 -0.72885  0.226
H2 -0.74561 -1.34404 0.98924  0.226
H3 -1.42282 -0.16560 -0.20642  0.229
H4 -0.79219 1.64288 0.09868  0.206
H5 1.00711 1.76674 0.79550  0.256
H6 0.70950 1.81642 -0.91670  0.250
H7 1.71782 -1.71012 0.17916  0.360

- HOMO energy: -8.38 eV
- Energy relative to the best compared isomer or geometry (same formula, charge and spin): 3.541 eV
- SMILES: CC(C)=[NH+][O-]
- Net charge: 0
- Multiplicity: 1



# C11H15BCl2NO2SeSiW

C11H15BCl2NO2SeSiW as an isolated structure in a non-equilibrium geometry (wB97M-V/def2-TZVPD, the Open Molecules 2025 dataset).

Each line ends with the natural charge from an NBO analysis.
Atoms and positions in Å:
W1 -0.56592 -1.70064 -0.24317  1.704
Cl1 5.15691 -2.01277 3.42747  0.068
C1 3.98139 -2.10220 2.17723  -0.038
C2 4.40424 -2.17285 0.85403  -0.192
C3 3.47400 -2.22539 -0.16999  -0.091
Cl2 3.96341 -2.26355 -1.81624  0.077
C4 2.11758 -2.21192 0.12498  0.332
O1 1.17338 -2.11759 -0.85647  -0.644
C5 1.69092 -2.19079 1.47597  -0.185
C6 0.24804 -2.22117 1.74199  0.065
O2 -0.52345 -3.08549 1.00785  -0.575
C7 2.63672 -2.10706 2.49561  -0.176
H1 5.45904 -2.16737 0.61730  0.261
H2 -0.09566 -2.06437 2.75860  0.234
H3 2.32217 -2.06484 3.53024  0.245
C8 -1.43769 3.30087 -2.50468  -1.170
Si1 -0.59255 3.14193 -0.85129  1.750
C9 -1.61102 3.48204 0.67638  -1.164
C10 1.24747 3.44734 -0.78708  -1.167
Se1 -0.53013 0.54759 -0.54522  -0.319
H4 -1.56701 4.35904 -2.74723  0.281
H5 -2.42371 2.83573 -2.48995  0.273
H6 -0.84845 2.84342 -3.29982  0.271
H7 -1.75906 4.55228 0.83538  0.275
H8 -1.11314 3.06836 1.55348  0.264
H9 -2.58984 3.01034 0.58309  0.269
H10 1.46585 4.51734 -0.80853  0.278
H11 1.74289 2.98232 -1.64012  0.269
H12 1.66774 3.02966 0.12805  0.266
B1 -5.03906 -2.04616 -0.87206  -0.661
C11 -3.54490 -2.10242 -0.85186  0.677
N1 -2.36715 -2.16452 -0.84216  -0.761
H13 -5.41083 -1.69431 0.21528  0.089
H14 -5.34167 -1.24253 -1.71703  0.087
H15 -5.39053 -3.16035 -1.16004  0.108

- HOMO energy: -12.07 eV
- Net charge: +1
- Multiplicity: 1



| no. | M (g/mol) |
| --- | --- |
| 1 | 115.16 |
| 2 | 1093.80 |
| 3 | 914.98 |
| 4 | 73.09 |
| 5 | 565.85 |